Formula: C37H94N8O13
Source: the Open Molecules 2025 dataset
Level of theory: ωB97M-V with the def2-TZVPD basis set

```
152
Properties=species:S:1:pos:R:3
C 5.38634 9.63956 -26.28442
O 5.53072 8.73499 -25.14823
C 4.60000 8.97021 -24.03939
C 5.11845 8.37723 -22.74220
N 5.17777 6.99438 -23.00516
C 5.60227 6.18844 -21.85530
C 5.66998 4.72357 -22.14098
O 6.67244 4.33689 -23.17754
C 6.83387 2.93907 -23.29503
H 6.21080 9.76669 -26.98598
H 5.17039 10.62951 -25.88259
H 4.54910 9.28404 -26.88504
H 3.62938 8.60567 -24.37572
H 4.40965 9.99451 -23.71896
H 4.39868 8.62787 -21.96296
H 6.06310 8.80085 -22.40119
H 5.64480 6.75016 -23.86676
H 4.87151 6.36584 -21.06623
H 6.62386 6.47950 -21.61090
H 4.72514 4.30027 -22.48186
H 5.84864 4.14964 -21.23169
H 5.87411 2.48230 -23.53656
H 7.23033 2.38228 -22.44597
H 7.59315 2.77678 -24.06005
C 0.00235 7.71943 -20.58366
O -0.03001 7.30415 -21.93382
C 1.18429 6.62432 -22.28745
C 1.34653 6.24025 -23.76945
N 2.62570 5.63835 -24.00238
C 2.92740 5.12002 -25.33742
C 3.03980 6.14224 -26.50057
O 1.66352 6.41216 -26.95279
C 1.61556 7.60088 -27.71371
H 0.21000 6.85804 -19.94884
H -0.95361 8.19086 -20.35569
H 0.79567 8.46406 -20.51823
H 1.31493 5.71504 -21.70072
H 2.04142 7.24356 -22.02291
H 1.22985 7.13696 -24.37804
H 0.66426 5.43108 -24.02995
H 3.35734 6.28672 -23.74861
H 2.32657 4.23798 -25.55902
H 3.90190 4.66328 -25.16468
H 3.54512 5.74285 -27.37990
H 3.55692 7.03497 -26.14883
H 1.55040 8.44201 -27.02353
H 0.71890 7.45831 -28.31685
H 2.44409 7.67164 -28.41842
C 5.42421 10.33539 -17.55975
O 5.96155 9.53397 -18.57184
C 7.11767 9.98730 -19.26235
C 8.44428 9.32430 -18.72259
N 9.51262 9.51516 -19.68833
C 10.76556 8.89767 -19.24119
C 11.91119 9.33483 -20.12117
O 12.29961 10.66618 -19.76971
C 13.58782 11.05891 -20.14048
H 6.06880 10.56316 -16.71080
H 4.50706 9.85972 -17.21238
H 5.17561 11.30453 -17.99225
H 7.18189 11.07530 -19.27781
H 6.89825 9.58222 -20.25021
H 8.10322 8.30410 -18.54665
H 8.79617 9.79875 -17.80653
H 9.54539 10.45822 -20.04844
H 10.73693 7.80807 -19.23417
H 11.06747 9.21058 -18.24167
H 11.61941 9.27080 -21.16944
H 12.80896 8.75901 -19.89636
H 13.69950 10.89047 -21.21158
H 14.32311 10.39208 -19.69016
H 13.72747 12.10789 -19.87926
C -0.54799 4.42503 -18.71165
O -0.05756 5.42878 -17.81902
C -1.07457 6.18619 -17.22441
C -0.31294 7.29237 -16.34994
N 0.10791 8.30310 -17.37304
C 0.98132 9.43412 -16.84017
C 0.50416 10.77827 -17.58712
O 0.99296 12.00166 -16.95434
C 2.33011 12.31478 -17.04477
H 0.35971 4.05991 -19.19214
H -1.08253 4.79745 -19.58554
H -0.98671 3.57081 -18.19596
H -1.73780 5.43874 -16.78905
H -1.66823 6.64673 -18.01407
H 0.53553 6.85782 -15.82139
H -0.93845 7.70683 -15.55933
H 0.69584 7.79953 -18.02177
H 2.04386 9.19111 -16.84696
H 0.76370 9.43830 -15.77212
H -0.58496 10.80343 -17.55130
H 0.82814 10.88421 -18.62245
H 3.08298 11.66360 -16.60065
H 2.39715 13.34853 -16.70569
H 2.73828 12.30031 -18.05535
C 4.61216 1.26661 -17.55272
O 5.14325 2.46084 -17.00395
C 5.71078 3.33099 -18.03282
C 6.56093 4.44546 -17.31531
N 5.80035 5.01951 -16.24083
C 6.53273 6.17835 -15.68202
C 7.74004 5.79123 -14.77669
O 8.82658 5.56346 -15.60735
C 9.94918 5.03748 -14.89461
H 4.53052 0.51677 -16.76584
H 5.34516 0.83746 -18.23584
H 3.64723 1.28376 -18.05939
H 4.87331 3.67034 -18.64239
H 6.39347 2.68877 -18.58923
H 6.72536 5.19958 -18.08497
H 7.55915 4.14759 -16.99446
H 5.43683 4.45308 -15.48776
H 5.78431 6.65059 -15.04566
H 6.79962 6.94870 -16.40550
H 7.33058 4.88323 -14.33400
H 7.90627 6.54733 -14.00937
H 9.90246 3.96874 -14.68552
H 10.10881 5.60333 -13.97677
H 10.73994 5.21817 -15.62272
C 1.69433 2.73423 -15.34692
O 1.68172 1.34392 -15.54883
C 2.01898 0.68511 -14.37164
C 1.45555 -0.69123 -14.32015
N 0.02494 -0.66548 -14.56749
C -0.62921 -2.00967 -14.44760
C 0.12231 -3.05768 -15.30560
O -0.57209 -4.33762 -15.51370
C -1.50431 -4.19630 -16.47828
H 0.90907 3.06410 -14.66673
H 1.53982 3.13241 -16.34975
H 2.68926 3.10188 -15.09579
H 1.62141 1.17521 -13.48291
H 3.10098 0.67879 -14.24000
H 1.77264 -1.14530 -13.38133
H 1.99572 -1.24360 -15.08905
H -0.26823 -0.14036 -15.37892
H -1.66788 -1.99242 -14.77770
H -0.56545 -2.28138 -13.39394
H 1.13150 -3.35126 -15.01671
H 0.26782 -2.58843 -16.27860
H -2.34320 -3.54977 -16.22063
H -1.98700 -5.15991 -16.64127
H -1.04476 -3.86329 -17.40887
C 3.35539 6.55091 -18.40581
O 2.47464 7.01096 -19.11859
N 4.56551 6.86696 -18.28665
N 3.11387 5.67055 -17.48442
H 4.90655 7.76824 -18.58912
H 5.12066 6.39967 -17.58412
H 3.91330 5.31547 -16.97951
H 2.18010 5.28992 -17.42696
```

Values from the calculation:
Total charge: +1
F_max in eV/Å: 8.03
<S²>: 0.7553
2S+1: 2
Electronic energy in eV: -78412.5915
Energy above the lowest of the compared OMol25 structures with the same formula, charge and spin in kJ/mol: 0.0
LUMO (spin up / spin down) in eV: -2.76 / -8.05

Formula: C22H28BrCl3LuN5O3
Source: the Open Molecules 2025 dataset
Level of theory: ωB97M-V with the def2-TZVPD basis set

```
63
Properties=species:S:1:pos:R:3
Lu 0.97753 1.83307 1.18471
C -3.66656 -2.91096 -3.66988
C -3.67702 -1.46081 -3.20222
C -5.00504 -1.20221 -2.48346
C -3.59842 -0.56049 -4.43918
C -2.51783 -1.15316 -2.26875
C -2.36281 0.11186 -1.74399
C -1.31084 0.37886 -0.90532
Br -1.22179 2.16031 -0.24265
C -0.31272 -0.53227 -0.49329
O 0.64930 -0.16501 0.32544
C -0.49761 -1.83698 -1.04925
C -1.56587 -2.09009 -1.89337
C 0.48675 -2.94622 -0.72555
C 0.18736 -4.29817 -1.37873
C 1.86956 -2.53340 -1.24636
C 0.45443 -3.20851 0.78582
H -4.51119 -3.08743 -4.33499
H -3.75212 -3.60508 -2.83241
H -2.75515 -3.14963 -4.21950
H -5.84863 -1.45381 -3.13007
H -5.10902 -0.15590 -2.19604
H -5.07695 -1.80568 -1.57814
H -4.40443 -0.79518 -5.13805
H -2.64811 -0.69674 -4.95484
H -3.68502 0.49341 -4.17553
H -3.05839 0.90686 -1.98174
H -1.66648 -3.08037 -2.29214
H 0.20371 -4.23984 -2.46694
H -0.77519 -4.70398 -1.06503
H 0.95522 -5.00991 -1.07885
H 1.80732 -2.32793 -2.31390
H 2.59305 -3.34053 -1.09819
H 2.26310 -1.63511 -0.78496
H -0.56342 -3.45680 1.08949
H 0.76348 -2.35681 1.38271
H 1.09818 -4.05365 1.04449
N 4.50230 0.05108 3.06889
C 4.18181 -1.11677 2.44409
C 3.05134 -0.87457 1.74310
N 2.66368 0.42114 1.90954
C 3.55732 0.93652 2.70659
C 3.41873 2.31325 3.07596
N 2.40405 2.98587 2.59838
C 2.55108 4.25163 3.12764
C 3.64922 4.30639 3.90537
N 4.19723 3.06281 3.87420
H 5.28431 0.20768 3.65874
H 4.75776 -2.01890 2.52689
H 2.51288 -1.55091 1.12517
H 1.88642 5.06043 2.92038
H 4.06257 5.13038 4.45476
H 5.02541 2.77422 4.34289
O -0.25470 1.24877 2.93461
H -0.36235 1.71457 3.76503
H -0.79856 0.46174 3.00857
O 2.05982 2.39812 -0.32990
Cl -2.31546 6.46748 0.91969
C -0.63851 6.40569 1.46547
Cl 0.39861 7.36279 0.40260
Cl -0.50841 6.99304 3.13421
C -0.19710 5.02208 1.43561
N 0.19218 3.95380 1.35218
```

Values from the calculation:
F_max in eV/Å: 5.44
Electronic energy in eV: -178092.3041
Energy above the lowest of the compared OMol25 structures with the same formula, charge and spin in kJ/mol: 0.0
LUMO (spin up / spin down) in eV: -0.22 / -0.22

Formula: C4H24BO20
Source: the Open Molecules 2025 dataset
Level of theory: ωB97M-V with the def2-TZVPD basis set

```
49
Properties=species:S:1:pos:R:3
O 0.46372 -0.55498 -2.81291
C 0.17822 -0.47856 -1.59193
O 0.99287 0.01236 -0.65729
B 0.31420 0.15290 0.63343
O -0.77547 -0.78468 0.44822
C -0.99464 -1.09346 -0.78241
O -1.87367 -1.76948 -1.24178
O -0.22200 1.47413 1.06630
C 0.43785 1.92388 2.11578
O 0.25267 3.06587 2.53494
C 1.35445 0.85954 2.61192
O 1.31755 -0.14446 1.69175
O 2.20177 0.94117 3.53195
O 1.63897 3.15096 -5.26871
H 0.93378 2.52371 -5.42833
H 1.44475 3.51583 -4.40536
O 1.39070 7.17530 5.26663
H 0.73802 7.83474 5.50195
H 0.88586 6.47452 4.85400
O 4.37693 -0.97757 -6.64613
H 5.13256 -0.72094 -6.11755
H 3.96613 -1.68545 -6.14975
O 5.93848 2.79051 5.37821
H 5.18294 2.34067 5.00000
H 6.04628 3.57376 4.83865
O -1.51238 -2.43910 -6.21293
H -0.78421 -1.95331 -5.82562
H -2.29367 -1.95733 -5.94139
O -3.47616 2.51624 -1.09586
H -2.61106 2.83731 -0.84140
H -3.64567 2.92873 -1.94282
O -4.14635 -2.11440 2.32273
H -3.92925 -1.38302 1.74465
H -3.36882 -2.22712 2.86951
O -5.94298 -0.25801 -0.89518
H -6.74545 0.20297 -1.13967
H -5.26570 0.41836 -0.90334
O 3.54741 -3.11443 3.74579
H 3.08767 -3.58849 4.43870
H 2.97683 -2.37317 3.54282
O -2.72140 -5.94017 -1.24713
H -2.60667 -6.10146 -0.31062
H -2.75678 -4.98671 -1.32388
O -5.23768 -1.89495 -4.93891
H -5.85865 -2.59799 -5.12959
H -5.22252 -1.84076 -3.98336
O 5.54187 -1.22803 6.57376
H 6.48618 -1.18711 6.42263
H 5.16260 -1.31822 5.69955
```

Values from the calculation:
Total charge: -1
F_max in eV/Å: 4.65
Electronic energy in eV: -46171.5060
Energy above the lowest of the compared OMol25 structures with the same formula, charge and spin in kJ/mol: 252.9
LUMO in eV: 2.03

Formula: C6H12ORuS3
Source: the Open Molecules 2025 dataset
Level of theory: ωB97M-V with the def2-TZVPD basis set

```
23
Properties=species:S:1:pos:R:3
Ru -1.48963 0.64049 0.14945
C 0.03590 -1.26685 1.73535
C -1.15063 -1.90791 0.99861
S -1.58789 -1.54467 -0.75301
C 0.00418 -0.98117 -1.47155
C 0.05645 0.37884 -2.20888
S -0.41043 1.99425 -1.44651
C 0.84873 2.23100 -0.12740
C 1.23430 1.13660 0.88117
S -0.05171 0.53434 2.05146
H 0.99100 -1.54720 1.28306
H 0.06304 -1.71864 2.73492
H -2.06392 -1.72822 1.57837
H -0.99670 -2.99338 1.02702
H 0.24084 -1.74332 -2.22534
H 0.81642 -1.06731 -0.75839
H -0.58638 0.29416 -3.09372
H 1.07263 0.51134 -2.59897
H 0.52462 3.11592 0.43339
H 1.76351 2.53464 -0.65031
H 2.00700 1.56763 1.53026
H 1.73913 0.31423 0.37429
O -3.06046 1.24525 0.55675
```

Values from the calculation:
Total charge: +2
F_max in eV/Å: 9.15
Electronic energy in eV: -43531.1423
LUMO (spin up / spin down) in eV: -9.76 / -9.78

Formula: C3H8SSi
Source: the Open Molecules 2025 dataset
Level of theory: ωB97M-V with the def2-TZVPD basis set

```
13
Properties=species:S:1:pos:R:3
C 1.77428 -0.43552 -0.80023
C -0.65414 1.85160 0.10268
C -1.17939 -1.51230 0.46212
Si 0.51511 0.37454 0.30697
S 2.36344 -0.44261 1.05039
H 1.53835 -1.47819 -1.06295
H 2.58511 0.23110 -1.38001
H -1.67363 1.35422 0.17872
H -0.48649 2.73657 0.79283
H -0.75118 2.25878 -0.88818
H -0.58067 -2.32785 0.22291
H -1.69866 -1.48114 1.34561
H -1.75212 -1.12920 -0.33086
```

Values from the calculation:
F_max in eV/Å: 4.97
Electronic energy in eV: -21951.2124
Energy above the lowest of the compared OMol25 structures with the same formula, charge and spin in kJ/mol: 234.0
LUMO in eV: 0.37